Molecular formula: C33H41N5O12S3V2
Method: DFT, ωB97M-V with the def2-TZVPD basis set

```
96
Properties=species:S:1:pos:R:3
V 0.52289 0.96117 3.36370
V 1.95492 2.76191 -1.50472
S 1.46370 -3.67399 2.26487
S 4.11515 0.09091 -1.50598
S 0.60812 1.49175 0.81200
O 0.84977 2.47950 -2.61328
O 0.35634 0.62868 -0.29119
O 0.08995 -0.49681 3.74660
O 5.56095 0.30930 -1.65439
O 2.51116 4.13630 -1.82391
O -0.18047 1.89355 4.42960
O 0.94780 2.88079 0.27846
O 1.76292 1.08498 1.64992
O 2.28179 -2.48322 2.36185
O -0.52821 1.61387 1.78691
O 3.34098 1.38427 -1.28291
O 2.01496 -4.83124 1.61924
N -2.71479 1.57257 -3.60775
N 0.93319 -0.75121 -5.11910
N -4.16409 3.14714 1.76238
N 2.39025 0.79672 4.31284
N -2.22914 -2.11724 -0.61678
C -1.81055 -2.13264 -1.87116
C -3.77944 -1.07417 -2.76644
C -3.88184 2.08111 -3.99060
C 4.68671 0.19282 4.34597
C 4.83955 1.02876 5.46298
C -4.16967 -1.06566 -1.42941
C -2.38115 1.57741 -2.29190
C 0.71773 -4.04808 3.84963
C 2.69376 -1.84571 -2.46055
C -2.85198 3.55632 3.74134
C 0.31266 0.44203 -5.03753
C 2.54583 1.62642 5.34344
C -2.53131 -1.65588 -2.96178
C 3.29721 -0.57250 -2.94612
C -3.61856 1.37471 3.21313
C -1.20694 -3.21374 2.52049
C -3.41470 -1.50081 -0.41423
C -4.83488 2.52211 -3.12391
C 3.41273 0.12395 3.78825
C 2.43057 -1.78520 -0.97686
C 2.27021 0.18537 -6.89610
C 3.61961 -1.12087 -0.26112
C -4.20934 1.85796 2.06457
C 1.58560 1.38393 -6.86550
C 3.76014 1.78953 5.94448
C -0.77814 -4.22976 3.60977
C -0.14432 -3.31259 1.50459
C 0.62567 1.47699 -5.88448
C 1.88771 -0.86296 -6.06427
C -3.38679 3.95020 2.50164
C -3.08504 2.24007 4.15006
C -4.56306 2.40969 -1.81070
C -3.33848 1.95641 -1.39095
H -3.75650 0.36190 3.62378
H -1.07367 -5.23573 3.36439
H -0.58320 0.43533 -4.36888
H -3.30873 4.94164 2.11352
H -4.46281 -0.58610 -3.44810
H 1.58835 -1.13770 -0.81551
H -3.71822 -1.46250 0.56728
H 5.79273 1.01327 5.90875
H -2.39930 4.29726 4.37817
H 1.76880 -2.12687 -2.93335
H -1.36993 1.19726 -2.03521
H 1.67674 2.22717 -7.54448
H -4.84704 1.23597 1.43279
H 3.25490 -0.51355 0.56330
H 5.48295 -0.39495 3.91249
H 3.85075 2.36397 6.87674
H 4.10948 -0.55338 -3.74378
H 2.32370 -2.77103 -0.53541
H -2.14588 -1.64145 -4.03298
H -5.34842 2.54202 -1.06657
H 0.85756 -3.08687 4.37164
H 2.48832 0.11797 -3.10027
H -4.09369 2.19082 -5.07859
H -0.04134 -2.39273 0.79466
H -0.37625 -4.22313 0.85608
H 2.45281 -1.78342 -6.04317
H -0.74898 -2.43297 -2.01538
H -1.24160 -2.25763 3.05505
H -5.09301 -0.58033 -1.20308
H -1.21834 -3.91502 4.59854
H 0.10220 2.41946 -5.74453
H -5.76069 2.97500 -3.49245
H 1.17057 -4.92703 4.32455
H 4.54649 -1.67956 -0.04815
H 1.65236 2.03200 5.81658
H 3.14164 -0.02975 -7.55008
H -3.15181 1.96219 -0.31211
H 3.24725 -0.50320 2.96281
H -2.57396 1.78173 4.99678
H 3.47811 -2.59554 -2.54296
H -2.26001 -3.49948 2.17206
```

Results
HOMO energy = -9.138 eV
M = 897.8 g mol⁻¹
HOMO-LUMO gap = 8.881 eV